Entry from the OMol25 dataset: a molecular structure, C22H41ClHfN5O8 in a non-equilibrium geometry (ωB97M-V/def2-TZVPD).

## Properties
- 2S+1 = 1
- charge = +5
- gap between HOMO and LUMO (Eh) = 0.06579
- DFT total energy (eV) = -61059.3538

```
78
Properties=species:S:1:pos:R:3:mulliken_charge:R:1
C -1.30214 3.47133 -6.97291 -1.372
C -0.86050 3.86388 -5.60155 -0.127
C 0.14517 2.80626 -5.16198 -0.842
N 0.41614 2.95421 -3.64422 0.215
C -0.82096 2.41100 -2.84098 -1.229
C 0.73867 4.41619 -3.17488 -0.468
C 1.81055 4.27641 -2.08946 -0.943
C 2.29273 2.86911 -2.09243 -0.175
C 1.75973 2.24399 -3.35847 -0.783
H -1.98340 2.62064 -6.99014 0.338
H -0.41072 3.26261 -7.56445 0.363
H -1.81717 4.33619 -7.39107 0.393
H -1.70094 4.05342 -4.93384 0.313
H -0.36427 4.83425 -5.58561 0.385
H 1.05933 2.73141 -5.75086 0.484
H -0.29523 1.80975 -5.12862 0.301
H -1.73791 2.96995 -3.02772 0.420
H -0.60658 2.70916 -1.81471 0.463
H -0.91835 1.32697 -2.90015 0.335
H -0.21784 4.82570 -2.85011 0.350
H 1.09793 4.87601 -4.09553 0.430
H 1.46363 4.55170 -1.09349 0.337
H 2.67965 4.90933 -2.26887 0.365
H 1.76685 2.37589 -1.27494 0.071
H 3.37796 2.77945 -2.04385 0.423
H 1.47971 1.19058 -3.35288 0.469
H 2.37681 2.38987 -4.24504 0.452
C 0.52286 1.38916 7.07075 -1.056
C 0.82013 2.26312 5.78180 -0.447
N 0.36438 1.54851 4.66183 0.208
C 1.02354 0.70337 3.83360 -0.574
C 0.21174 0.33204 2.77111 -0.376
N -1.09509 0.82379 3.01860 0.272
C -0.98111 1.55708 4.16283 -0.251
C -2.24161 0.61506 2.19130 -0.632
H 1.31046 0.67401 7.30809 0.345
H -0.45506 0.90860 7.09956 0.348
H 0.49911 2.00166 7.97207 0.375
H 1.89676 2.43323 5.78936 0.322
H 0.31789 3.23051 5.77997 0.363
H 2.03695 0.36306 3.98715 0.571
H 0.30295 -0.24144 1.86050 0.688
H -1.83611 1.94380 4.69746 0.409
H -2.14903 -0.34718 1.68770 0.235
H -2.39729 1.43959 1.49558 0.300
H -3.04191 0.63067 2.93115 0.319
Hf -1.94145 -3.95676 -4.39191 1.343
Cl -0.84550 -1.82356 -1.02284 1.380
O 0.57156 -1.98223 -0.81709 -0.571
O -1.61512 -2.44774 0.03230 -0.612
O -1.23326 -0.50131 -1.15320 -0.444
O -1.32718 -2.53699 -2.18362 -0.155
C 3.96765 -1.91695 -0.14608 -0.542
N 3.86825 -0.55604 0.45959 0.860
O 4.22144 0.41550 -0.21471 -0.415
O 3.53624 -0.45690 1.66367 -0.501
H 4.91552 -2.40852 0.07300 0.350
H 3.88748 -1.97593 -1.23153 0.313
H 3.19440 -2.53424 0.31123 0.025
C -4.96348 -3.06759 -0.86397 -0.635
N -4.72298 -4.07066 -1.96995 0.880
O -5.48759 -4.93829 -2.13884 -0.373
O -3.71191 -3.78864 -2.60627 -0.550
H -4.70308 -3.50552 0.09962 0.280
H -5.98764 -2.72323 -1.00758 0.351
H -4.30039 -2.22622 -1.06526 0.210
C 0.21588 -4.70455 2.27098 -0.247
C 1.40502 -4.28537 2.77684 0.176
C 1.82838 -4.76264 3.99912 -0.180
C 1.18839 -5.84191 4.64102 -0.519
C 0.00494 -6.39140 4.07940 -0.486
C -0.49170 -5.74227 2.87820 0.034
H -0.18513 -4.20458 1.40172 0.432
H 1.95268 -3.52254 2.24340 0.335
H 2.71716 -4.33539 4.43948 0.492
H 1.58236 -6.23964 5.56460 0.459
H -0.62226 -7.12091 4.57015 0.443
H -1.45709 -5.98087 2.45690 0.476
```

---

Entry from the OMol25 dataset: a molecular structure, C22H41ClMnN8PS (ωB97M-V/def2-TZVPD).

## Properties
- 2S+1 = 6
- charge = +1
- gap between HOMO and LUMO (spin up / spin down) (Eh) = 0.24356 / 0.27679
- DFT total energy (eV) = -99363.8461

```
75
Properties=species:S:1:pos:R:3:mulliken_charge:R:1
Mn 0.40967 1.83504 0.06316 0.991
N 0.81488 0.98734 4.50113 0.178
C -0.01264 1.41740 3.54405 -0.628
N 0.63755 1.46685 2.40117 0.267
C 1.88524 1.03980 2.73299 0.398
N 2.04064 0.73827 4.00060 -0.689
C 2.95530 0.92816 1.72610 -0.219
C 4.27393 0.65684 2.06600 -0.363
N 5.21642 0.55936 1.13771 -0.580
C 4.84411 0.72323 -0.12450 -0.461
C 3.52810 0.99716 -0.47635 -0.684
N 2.58586 1.10252 0.45497 0.737
H 0.62557 0.84123 5.47904 0.193
H -1.04789 1.66786 3.70885 0.522
H 4.56247 0.52026 3.09998 0.494
H 5.60852 0.63901 -0.88666 0.416
H 3.22360 1.12608 -1.50608 0.312
C 0.78575 5.55824 -0.87760 -1.256
P 0.95699 4.35736 0.47585 0.793
C 2.67059 4.63796 1.04675 -1.366
C -0.04383 5.08947 1.81055 -1.191
H 0.99931 6.57091 -0.53132 0.411
H -0.23166 5.50990 -1.26343 0.328
H 1.47622 5.30993 -1.68406 0.364
H 2.85063 5.69071 1.27275 0.458
H 3.37534 4.32248 0.27585 0.315
H 2.87168 4.05554 1.94783 0.326
H 0.45994 5.95338 2.24651 0.445
H -0.23998 4.35561 2.59102 0.205
H -1.00358 5.39567 1.39758 0.369
C -3.70457 -3.73829 -3.10266 -1.211
C -2.30453 -4.00964 -2.56653 -0.183
C -1.33176 -2.85000 -2.76762 -0.580
C -1.76745 -1.54090 -2.11840 -0.508
N -2.05298 -1.69194 -0.69821 0.053
C -1.14973 -1.59520 0.29027 0.302
S 0.45571 -1.13483 0.02075 -0.303
N -1.61300 -1.87778 1.52315 -0.215
C -0.78503 -1.99014 2.71728 -0.184
C -0.10042 -3.34090 2.88290 -0.633
C -1.01593 -4.52677 3.18319 -0.655
C -1.87517 -5.00573 2.01469 -0.953
H -4.34790 -4.61134 -2.99728 0.382
H -3.67552 -3.47656 -4.16255 0.285
H -4.19793 -2.91284 -2.58337 0.287
H -1.89482 -4.89507 -3.05637 0.411
H -2.35257 -4.26533 -1.50297 -0.050
H -1.20670 -2.66777 -3.83962 0.384
H -0.34728 -3.11700 -2.37499 0.224
H -2.66989 -1.14065 -2.58308 0.495
H -0.98867 -0.78551 -2.21372 -0.193
H -2.97218 -2.02739 -0.45528 0.327
H -2.55353 -2.23149 1.58839 0.334
H -1.42919 -1.77214 3.57385 0.646
H -0.03293 -1.20598 2.65038 -0.435
H 0.61978 -3.23537 3.69946 0.493
H 0.49025 -3.53707 1.98315 0.209
H -1.65399 -4.28561 4.04001 0.294
H -0.39009 -5.35840 3.51266 0.355
H -2.73234 -4.35674 1.82347 0.196
H -2.28216 -5.99786 2.20893 0.438
H -1.29051 -5.06118 1.09350 0.214
C 0.03504 0.24313 -5.24723 -1.076
C 0.95311 1.37627 -4.78712 -0.414
C 0.84441 1.58358 -3.34086 0.203
N 0.71222 1.71168 -2.21015 -0.323
H 0.11951 0.12348 -6.32544 0.417
H -1.00368 0.46107 -5.00413 0.321
H 0.31530 -0.69541 -4.77253 0.249
H 0.70519 2.32245 -5.27027 0.295
H 1.99906 1.16387 -5.01293 0.305
Cl -2.39447 3.48412 -0.35680 -0.281
C -1.75033 1.76902 -0.04796 -0.588
H -2.16394 1.19882 -0.88106 0.145
H -2.29713 1.44783 0.84261 0.432
```